1.
Formula: C49H48BrClN6O3SiSn
Source: the Open Molecules 2025 dataset
Level of theory: ωB97M-V/def2-TZVPD

The calculation puts the max |F| at 0.33 eV Å⁻¹. The LUMO energy comes out at 2.86 eV. The frontier orbital gap is 2.654 eV. As for the highest occupied orbital energy: 0.20 eV. The energy above the lowest of the compared OMol25 structures with the same formula, charge and spin comes out at 16.7 kcal/mol.

ORCA input file:
```
! RIJCOSX wB97M-V def2-TZVPD def2/J DEFGRID3
* xyz -2 1
Sn 2.450 -0.167 -0.098
C 5.876 -1.683 -0.544
C 5.869 -0.192 -0.394
C 7.031 0.557 -0.415
C 6.933 1.940 -0.240
C 5.717 2.540 -0.045
C 4.547 1.735 -0.009
N 4.686 0.395 -0.205
N 3.294 2.126 0.182
Si 2.724 3.422 1.121
C 0.935 3.076 1.579
C 2.735 5.093 0.234
C 3.744 3.613 2.694
H 6.620 -1.993 -1.278
H 4.897 -2.057 -0.835
H 6.121 -2.149 0.413
H 7.985 0.072 -0.574
H 7.831 2.548 -0.269
H 5.623 3.611 0.072
H 0.258 3.357 0.768
H 0.635 3.630 2.471
H 0.798 2.012 1.782
H 2.305 4.996 -0.765
H 3.748 5.484 0.119
H 2.148 5.832 0.788
H 3.814 2.634 3.172
H 3.309 4.319 3.405
H 4.760 3.940 2.466
C -11.986 -1.301 0.363
O -11.300 -0.086 0.157
C -9.941 -0.154 -0.001
C -9.214 -1.340 -0.045
C -7.839 -1.296 -0.221
C -7.166 -0.087 -0.357
C -7.910 1.092 -0.301
C -9.279 1.064 -0.126
C -5.719 -0.104 -0.589
N -4.994 -1.192 -0.689
C -3.716 -0.756 -0.949
C -3.678 0.617 -1.012
N -4.971 1.027 -0.785
C -2.499 1.366 -1.323
C -2.425 2.759 -1.448
C -1.223 3.338 -1.775
C -0.103 2.509 -1.943
N -0.157 1.203 -1.827
C -1.326 0.619 -1.547
C -1.350 -0.848 -1.498
N -0.200 -1.479 -1.767
C -0.184 -2.793 -1.743
C -1.308 -3.570 -1.423
C -2.492 -2.934 -1.139
C -2.533 -1.536 -1.188
H -13.028 -1.038 0.530
H -11.602 -1.833 1.238
H -11.915 -1.954 -0.512
H -9.702 -2.299 0.045
H -7.261 -2.208 -0.263
H -7.424 2.056 -0.392
H -9.859 1.977 -0.091
H -5.293 1.975 -0.728
H -3.306 3.371 -1.286
H -1.131 4.409 -1.896
H 0.873 2.920 -2.177
H 0.770 -3.259 -1.961
H -1.222 -4.647 -1.376
H -3.387 -3.480 -0.868
C 0.789 -0.154 5.194
C 2.267 -0.306 4.814
C 3.082 0.808 5.483
C 2.778 -1.674 5.285
C 2.406 -0.223 3.350
C 2.557 -0.217 2.145
H 0.675 -0.148 6.282
H 0.201 -0.977 4.784
H 0.386 0.776 4.793
H 3.020 0.721 6.572
H 2.706 1.787 5.188
H 4.130 0.746 5.186
H 2.636 -1.784 6.365
H 3.838 -1.783 5.056
H 2.242 -2.474 4.774
Br -1.999 -1.098 2.303
C -0.832 -2.605 2.289
C -1.172 -3.722 3.033
C -0.319 -4.818 3.002
C 0.836 -4.788 2.235
C 1.171 -3.655 1.502
C 0.325 -2.554 1.536
C 2.455 -3.656 0.659
O 3.049 -4.732 0.564
O 2.768 -2.554 0.132
H -2.080 -3.733 3.619
H -0.567 -5.700 3.582
H 1.508 -5.634 2.181
H 0.572 -1.667 0.971
Cl 4.891 2.257 -5.319
C 3.744 1.127 -6.038
C 3.785 0.960 -7.400
C 2.898 0.107 -8.056
C 1.955 -0.562 -7.257
C 1.912 -0.404 -5.899
C 2.828 0.443 -5.160
C 2.786 0.556 -3.795
H 4.529 1.512 -7.966
H 2.941 -0.030 -9.129
H 1.235 -1.226 -7.729
H 1.168 -0.937 -5.316
H 2.025 0.026 -3.236
H 3.480 1.185 -3.256
*
```

These are the Löwdin partial charges, in e, on atoms 1 to 2: atom 1 (Sn): 1.22, atom 2 (C): -0.02

***

2.
Formula: C49H49GeN4S5SiV
Source: the Open Molecules 2025 dataset
Level of theory: ωB97M-V/def2-TZVPD

The calculation puts the max |F| at 1.03 eV Å⁻¹. The LUMO energy (spin up / spin down) comes out at -2.76 / -5.06 eV. The frontier orbital gap (spin up / spin down) is 7.186 / 4.179 eV. As for the expectation value of S²: 3.90. As for the highest occupied orbital energy (spin up / spin down): -9.95 / -9.24 eV. The energy above the lowest of the compared OMol25 structures with the same formula, charge and spin comes out at 26.0 kcal/mol.

ORCA input file:
```
! RIJCOSX wB97M-V def2-TZVPD def2/J DEFGRID3
* xyz 1 4
V -0.422 0.016 0.537
C 0.532 0.831 3.634
C 0.221 2.237 3.126
C 0.922 2.553 1.843
C 1.925 3.506 1.813
C 2.581 3.801 0.624
C 2.175 3.158 -0.530
C 1.155 2.242 -0.436
N 0.548 1.889 0.722
N -0.256 -0.202 2.927
C -1.688 -0.147 3.330
C -2.478 -1.063 2.441
C -3.511 -1.852 2.914
C -4.160 -2.712 2.044
C -3.748 -2.752 0.721
C -2.723 -1.925 0.319
N -2.076 -1.095 1.159
C 0.270 -1.553 3.249
C 1.197 -2.099 2.208
C 2.381 -2.714 2.554
C 3.155 -3.299 1.560
C 2.701 -3.261 0.257
C 1.505 -2.615 -0.011
N 0.749 -2.026 0.936
H 0.332 0.770 4.707
H 1.588 0.614 3.480
H 0.531 2.960 3.877
H -0.851 2.358 2.987
H 2.189 4.015 2.732
H 3.387 4.529 0.604
H 2.614 3.371 -1.497
H 0.779 1.787 -1.340
H -2.069 0.865 3.210
H -1.816 -0.437 4.375
H -3.797 -1.778 3.958
H -4.974 -3.341 2.392
H -4.213 -3.412 -0.003
H -2.412 -1.901 -0.712
H -0.571 -2.236 3.301
H 0.755 -1.559 4.225
H 2.700 -2.721 3.591
H 4.100 -3.774 1.806
H 3.265 -3.698 -0.558
H 1.147 -2.555 -1.025
C -0.387 3.263 -5.305
C -1.573 2.744 -4.802
C -1.550 1.700 -3.885
C -0.349 1.127 -3.442
C 0.835 1.672 -3.966
C 0.819 2.725 -4.881
Ge -0.226 -0.408 -2.151
C 1.560 -1.086 -2.806
C 1.609 -1.833 -3.997
C 2.822 -2.231 -4.559
C 4.023 -1.886 -3.951
C 4.000 -1.139 -2.781
C 2.784 -0.754 -2.216
C -1.353 -1.847 -2.962
C -2.065 -1.633 -4.152
C -2.736 -2.673 -4.797
C -2.708 -3.956 -4.268
C -2.010 -4.193 -3.090
C -1.343 -3.150 -2.453
H -0.406 4.074 -6.023
H -2.524 3.155 -5.124
H -2.499 1.331 -3.519
H 1.797 1.269 -3.672
H 1.757 3.110 -5.270
H 0.690 -2.101 -4.507
H 2.824 -2.808 -5.479
H 4.969 -2.197 -4.383
H 4.934 -0.848 -2.310
H 2.801 -0.181 -1.297
H -2.083 -0.647 -4.598
H -3.270 -2.478 -5.721
H -3.217 -4.769 -4.774
H -1.978 -5.194 -2.668
H -0.805 -3.377 -1.536
C -3.668 0.645 -1.219
Si -2.440 1.498 -0.090
C -1.952 3.159 -0.790
C -3.451 1.934 1.447
C -3.152 3.091 2.183
C -3.898 3.470 3.294
C -4.981 2.697 3.697
C -5.301 1.547 2.986
C -4.543 1.173 1.878
H -4.308 1.396 -1.700
H -4.327 -0.026 -0.657
H -3.198 0.038 -1.996
H -2.853 3.736 -1.042
H -1.351 3.062 -1.697
H -1.373 3.744 -0.063
H -2.325 3.728 1.870
H -3.647 4.377 3.834
H -5.582 3.001 4.546
H -6.154 0.945 3.283
H -4.820 0.267 1.347
C 4.865 1.419 4.265
S 4.431 -0.343 4.343
C 5.184 -0.869 2.851
C 4.705 -0.598 1.535
S 3.314 0.216 1.155
S 5.684 -1.304 0.267
C 6.866 -2.080 1.273
S 8.103 -2.947 0.713
S 6.581 -1.815 2.979
H 4.415 1.882 5.144
H 4.454 1.858 3.357
H 5.945 1.538 4.304
*
```

These are the Löwdin partial charges, in e, on atoms 1 to 2: atom 1 (V): 0.59, atom 2 (C): -0.15

***

3.
Formula: C49H50ClIN9O4OsPS3
Source: the Open Molecules 2025 dataset
Level of theory: ωB97M-V/def2-TZVPD

The calculation puts the max |F| at 1.64 eV Å⁻¹. The LUMO energy (spin up / spin down) comes out at -4.99 / -7.55 eV. The frontier orbital gap (spin up / spin down) is 6.875 / 4.311 eV. As for the expectation value of S²: 6.04. As for the highest occupied orbital energy (spin up / spin down): -11.86 / -11.86 eV. The energy above the lowest of the compared OMol25 structures with the same formula, charge and spin comes out at 12.7 kcal/mol.

ORCA input file:
```
! RIJCOSX wB97M-V def2-TZVPD def2/J DEFGRID3
* xyz 2 5
Os -1.085 0.020 -0.920
I -3.066 -1.607 -1.532
C -4.533 -0.557 -2.713
C -5.801 -1.044 -2.503
C -6.878 -0.586 -3.266
C -6.631 0.283 -4.288
C -5.333 0.779 -4.530
C -5.139 1.600 -5.659
C -3.896 2.050 -5.991
C -2.838 1.804 -5.116
C -2.976 1.079 -3.945
P -1.470 1.266 -2.883
C -1.261 3.043 -2.489
C -1.098 3.382 -1.146
C -0.737 4.668 -0.782
C -0.540 5.636 -1.754
C -0.718 5.312 -3.090
C -1.070 4.026 -3.459
C -0.113 0.996 -4.073
C 1.103 1.637 -3.844
C 2.178 1.400 -4.680
C 2.050 0.527 -5.749
C 0.845 -0.116 -5.977
C -0.231 0.105 -5.138
C -4.225 0.432 -3.680
H -5.970 -1.809 -1.761
H -7.869 -0.959 -3.068
H -7.425 0.590 -4.950
H -5.996 1.830 -6.271
H -3.728 2.614 -6.895
H -1.868 2.193 -5.381
H -1.230 2.628 -0.377
H -0.597 4.900 0.266
H -0.241 6.636 -1.476
H -0.572 6.060 -3.855
H -1.171 3.814 -4.510
H 1.203 2.323 -3.015
H 3.118 1.900 -4.500
H 2.887 0.351 -6.405
H 0.744 -0.797 -6.807
H -1.165 -0.410 -5.309
N 2.101 -2.660 -1.245
C 1.189 -3.096 -2.109
N 1.052 -4.414 -2.281
S 0.177 -2.020 -2.917
H 2.558 -3.305 -0.599
H 2.231 -1.668 -1.144
H 1.743 -5.044 -1.902
H 0.459 -4.756 -3.018
O 2.997 0.641 -0.352
C 1.851 0.725 -0.567
N 0.697 0.834 -0.821
C 3.132 -5.199 4.482
C 3.125 -5.519 2.982
C 4.542 -5.966 2.579
C 2.195 -6.712 2.728
C 2.669 -4.272 2.137
O 2.879 -4.531 0.745
C 3.442 -3.010 2.599
C 3.747 -1.981 1.497
C 4.519 -0.832 2.076
C 5.907 -0.784 1.973
C 6.620 0.282 2.480
C 5.939 1.324 3.105
Cl 6.811 2.675 3.701
C 4.554 1.272 3.248
C 3.853 0.199 2.739
C 1.131 -4.093 2.293
N 0.616 -2.845 1.810
C -0.127 -2.582 0.736
N -0.367 -1.274 0.681
C 0.269 -0.780 1.775
N 0.852 -1.713 2.470
H 3.237 -6.124 5.042
H 2.216 -4.716 4.813
H 3.966 -4.560 4.754
H 4.920 -6.639 3.344
H 5.243 -5.140 2.503
H 4.538 -6.521 1.642
H 2.645 -7.610 3.142
H 2.051 -6.874 1.662
H 1.227 -6.584 3.202
H 3.759 -4.920 0.659
H 4.400 -3.308 3.023
H 2.874 -2.522 3.389
H 2.823 -1.592 1.072
H 4.337 -2.442 0.702
H 6.436 -1.586 1.479
H 7.692 0.319 2.388
H 4.038 2.072 3.753
H 2.779 0.156 2.853
H 0.878 -4.150 3.352
H 0.632 -4.896 1.750
H -0.488 -3.319 0.045
H 0.268 0.252 2.060
N -2.604 7.272 4.187
C -2.430 5.952 3.985
C -3.515 5.065 4.132
C -3.344 3.716 3.914
C -2.100 3.232 3.538
C -1.018 4.086 3.380
C -1.175 5.434 3.609
S -1.862 1.486 3.306
O -2.968 0.760 3.870
O -0.533 1.142 3.704
N -1.941 1.309 1.640
C -3.124 1.331 1.113
S -4.659 1.338 2.033
C -5.487 1.558 0.550
C -4.617 1.559 -0.506
N -3.321 1.388 -0.201
H -3.489 7.626 4.509
H -1.831 7.909 4.112
H -4.477 5.451 4.433
H -4.155 3.023 4.072
H -0.060 3.668 3.117
H -0.334 6.104 3.525
H -6.550 1.681 0.514
H -4.894 1.722 -1.531
*
```

These are the Löwdin partial charges, in e, on atoms 1 to 2: atom 1 (Os): 0.96, atom 2 (I): 1.14

***

4.
Formula: C49H51AuF6N3OP2Se
Source: the Open Molecules 2025 dataset
Level of theory: ωB97M-V/def2-TZVPD

The calculation puts the max |F| at 1.51 eV Å⁻¹. The LUMO energy comes out at -4.89 eV. The frontier orbital gap is 4.839 eV. As for the highest occupied orbital energy: -9.73 eV. The energy above the lowest of the compared OMol25 structures with the same formula, charge and spin comes out at 15.3 kcal/mol.

ORCA input file:
```
! RIJCOSX wB97M-V def2-TZVPD def2/J DEFGRID3
* xyz 1 1
Au 1.733 -0.685 0.188
C 3.814 -0.080 2.684
P 1.957 0.071 2.709
C 1.700 1.875 2.765
C 2.415 2.710 1.909
C 2.189 4.074 1.917
C 1.237 4.618 2.764
C 0.502 3.791 3.596
C 0.724 2.425 3.593
C 1.698 -0.462 4.437
C 1.169 -1.720 4.702
C 1.074 -2.170 6.007
C 1.499 -1.367 7.050
C 2.020 -0.107 6.789
C 2.125 0.346 5.488
C 4.356 0.287 1.360
C 5.580 0.863 1.000
C 5.548 1.037 -0.380
C 4.301 0.578 -0.817
C 3.666 0.671 -2.153
P 2.292 -0.552 -2.301
C 3.083 -2.028 -2.987
C 4.058 -2.659 -2.214
C 4.610 -3.851 -2.641
C 4.182 -4.429 -3.828
C 3.212 -3.804 -4.595
C 2.656 -2.609 -4.177
C 1.206 0.076 -3.610
C 1.472 1.179 -4.417
C 0.559 1.547 -5.391
C -0.610 0.827 -5.570
C -0.891 -0.255 -4.749
C 0.006 -0.618 -3.763
N 3.608 0.113 0.247
H 4.025 -1.133 2.916
H 4.249 0.536 3.478
H 3.159 2.296 1.248
H 2.771 4.709 1.267
H 1.075 5.686 2.781
H -0.247 4.202 4.256
H 0.144 1.791 4.247
H 0.834 -2.341 3.889
H 0.673 -3.153 6.204
H 1.430 -1.719 8.068
H 2.353 0.520 7.599
H 2.530 1.328 5.290
H 6.375 1.116 1.673
H 6.319 1.445 -1.001
H 4.392 0.539 -2.960
H 3.200 1.661 -2.253
H 4.374 -2.214 -1.277
H 5.367 -4.340 -2.047
H 4.600 -5.369 -4.153
H 2.878 -4.255 -5.516
H 1.894 -2.127 -4.771
H 2.387 1.742 -4.310
H 0.771 2.397 -6.023
H -1.304 1.113 -6.346
H -1.805 -0.814 -4.872
H -0.219 -1.434 -3.090
C 0.812 -3.722 -1.126
C -0.130 -3.069 -0.109
O -0.101 -1.711 -0.086
C -1.574 -3.506 -0.459
F -2.476 -3.163 0.465
F -1.689 -4.826 -0.634
F -1.969 -2.924 -1.600
C 0.216 -3.626 1.290
F 1.451 -3.221 1.654
F 0.217 -4.959 1.360
F -0.614 -3.187 2.241
H 0.533 -3.404 -2.129
H 0.755 -4.805 -1.065
H 1.832 -3.397 -0.930
C -4.304 0.152 3.821
C -3.624 1.210 2.963
C -2.181 0.843 2.633
C -2.022 -0.313 1.648
N -2.407 0.070 0.312
C -1.690 0.868 -0.498
Se -0.027 1.581 -0.162
N -2.363 1.082 -1.649
C -2.024 2.084 -2.631
C -2.230 3.502 -2.082
C -3.665 3.822 -1.668
C -4.623 3.966 -2.845
C -3.525 0.350 -1.605
C -4.538 0.167 -2.537
C -5.593 -0.640 -2.170
C -5.639 -1.255 -0.917
C -4.623 -1.108 0.006
C -3.553 -0.296 -0.352
H -5.258 0.513 4.189
H -3.683 -0.097 4.678
H -4.481 -0.765 3.270
H -3.610 2.155 3.508
H -4.190 1.381 2.045
H -1.682 0.553 3.558
H -1.659 1.712 2.221
H -2.623 -1.174 1.935
H -0.972 -0.620 1.614
H -2.636 1.912 -3.517
H -0.970 1.972 -2.902
H -1.903 4.210 -2.846
H -1.574 3.619 -1.211
H -3.652 4.763 -1.114
H -4.034 3.049 -0.989
H -4.278 4.732 -3.533
H -5.604 4.255 -2.482
H -4.728 3.031 -3.386
H -4.507 0.634 -3.508
H -6.405 -0.794 -2.862
H -6.493 -1.861 -0.666
H -4.662 -1.617 0.953
*
```

These are the Löwdin partial charges, in e, on atoms 1 to 2: atom 1 (Au): 0.91, atom 2 (C): -0.25